13
Properties=species:S:1:pos:R:3:forces:R:3:nbo_charge:R:1 method="wB97M-V/def2-TZVPD" gap_ev=11.081 smiles="C[C@H](CCl)[N+](=O)[O-]" total_energy_ha=-783.22086 e_above_lowest_kcal_mol=82.9 total_charge=0
C 0.024055 0.565520 -1.171531 3.0 -1.4 1.5 -0.61
C -0.396479 -0.184218 0.121457 2.9 -0.1 -0.2 -0.13
C 0.586280 -1.424505 0.308228 0.0 -0.6 0.5 -0.38
Cl 2.312351 -0.894529 0.408342 -0.4 0.2 0.0 -0.07
N -1.780835 -0.695171 0.022352 0.6 -0.7 0.3 0.53
O -2.631127 -0.165210 0.706081 -0.1 -0.3 -0.6 -0.35
O -1.888697 -1.686659 -0.689930 -0.8 0.7 0.3 -0.38
H 0.369950 -0.286260 -1.713675 0.1 -0.2 -1.5 0.22
H -0.822955 0.953643 -1.572046 -2.2 1.6 -1.6 0.22
H 0.940097 1.266794 -1.151689 -1.9 -0.9 0.6 0.25
H -0.307875 0.512196 0.934309 -0.4 -0.1 0.8 0.23
H 0.598299 -2.189554 -0.501545 -0.5 1.1 0.3 0.24
H 0.444435 -2.018061 1.234495 -0.3 0.7 -0.4 0.23